The following is a quantum chemistry calculation of 3 unconnected molecules or ions with the total composition C11H21BBrO8P, from the Open Molecules 2025 dataset.

Element x y z (Å)
C (1.34, 1.77, -2.21)
C (0.19, 1.63, -3.20)
O (-1.01, 1.42, -2.48)
C (-1.84, 0.36, -2.91)
B (-3.33, 0.51, -2.51)
P (-4.20, 2.18, -1.98)
O (-3.30, 3.19, -2.93)
Br (-3.14, 2.32, 0.01)
H (2.30, 1.75, -2.71)
H (1.24, 2.71, -1.66)
H (1.28, 0.96, -1.48)
H (0.37, 0.79, -3.88)
H (0.09, 2.53, -3.80)
H (-1.76, 0.20, -4.00)
H (-1.50, -0.59, -2.45)
H (-4.06, -0.43, -2.61)
H (-3.72, 4.06, -2.97)
C (-1.30, -2.32, 3.73)
C (-2.03, -1.32, 2.89)
C (-3.53, -1.25, 3.06)
O (-3.99, -0.89, 1.76)
C (-3.05, -1.27, 0.86)
O (-3.20, -1.25, -0.32)
O (-1.93, -1.67, 1.49)
H (-0.23, -2.29, 3.54)
H (-1.47, -2.10, 4.79)
H (-1.67, -3.33, 3.52)
H (-1.59, -0.32, 2.99)
H (-3.87, -0.51, 3.78)
H (-3.95, -2.23, 3.32)
C (3.42, -1.01, -0.77)
C (3.67, -0.10, 0.40)
C (5.13, 0.18, 0.72)
O (5.11, 0.35, 2.14)
C (4.03, -0.31, 2.63)
O (3.82, -0.50, 3.79)
O (3.23, -0.71, 1.62)
H (2.35, -1.15, -0.92)
H (3.84, -0.58, -1.68)
H (3.86, -1.99, -0.60)
H (3.12, 0.84, 0.29)
H (5.52, 1.08, 0.26)
H (5.76, -0.68, 0.48)

HOMO-LUMO gap in eV: 8.5231
SMILES: C[C@@H]1COC(=O)O1.C[C@@H]1COC(=O)O1.CCOCBP(O)Br
LUMO energy in eV: 0.06
2S+1: 1

These are the Löwdin partial charges, in e, on atoms 1 to 5: number 1, C, carries -0.072; number 2, C, carries -0.275; number 3, O, carries -0.224; number 4, C, carries -0.240; number 5, B, carries -0.312

---

The following is a quantum chemistry calculation of a molecular structure, C21H21CoN4PS2, from the Open Molecules 2025 dataset.

Element x y z (Å)
Co (-0.43, -1.13, 0.52)
S (1.23, -2.62, 0.65)
C (1.97, -1.93, 2.10)
C (3.30, -2.28, 2.39)
C (3.95, -1.79, 3.51)
C (3.29, -0.93, 4.37)
C (1.98, -0.57, 4.10)
C (1.30, -1.05, 2.97)
S (-0.36, -0.49, 2.71)
H (3.81, -2.95, 1.71)
H (4.97, -2.09, 3.71)
H (3.78, -0.54, 5.25)
H (1.46, 0.11, 4.76)
C (-0.24, 2.37, -0.07)
P (-0.01, 0.77, -0.91)
C (1.71, 0.85, -1.49)
C (2.08, 1.25, -2.77)
C (3.42, 1.31, -3.13)
C (4.40, 0.98, -2.20)
C (4.04, 0.58, -0.92)
C (2.70, 0.51, -0.56)
C (-1.03, 0.85, -2.41)
C (-0.95, -0.23, -3.29)
C (-1.74, -0.28, -4.42)
C (-2.64, 0.75, -4.68)
C (-2.73, 1.83, -3.81)
C (-1.93, 1.88, -2.67)
H (-0.08, 3.22, -0.73)
H (0.50, 2.41, 0.74)
H (-1.23, 2.41, 0.39)
H (1.31, 1.51, -3.49)
H (3.70, 1.61, -4.13)
H (5.44, 1.02, -2.48)
H (4.80, 0.31, -0.20)
H (2.43, 0.17, 0.43)
H (-0.26, -1.05, -3.08)
H (-1.67, -1.12, -5.10)
H (-3.27, 0.72, -5.56)
H (-3.43, 2.63, -4.00)
H (-2.00, 2.72, -2.00)
N (-5.87, -0.91, 2.96)
C (-4.66, -1.11, 2.41)
N (-3.60, -1.17, 3.22)
N (-4.60, -1.18, 1.09)
C (-3.43, -1.43, 0.58)
N (-2.38, -1.65, 0.15)
H (-6.03, -0.96, 3.95)
H (-6.66, -0.94, 2.33)
H (-3.70, -1.10, 4.22)
H (-2.65, -1.27, 2.87)

Relative energy (zero: lowest compared OMol25 entry of this formula, charge and spin) in kJ/mol: 0.0
HOMO-LUMO gap (alpha / beta) in eV: 6.8388 / 7.1251
LUMO energy (alpha / beta) in eV: 0.24 / 0.23
<S²>: 3.76
2S+1: 4

These are the Löwdin partial charges, in e, on atoms 1 to 5: number 1, Co, carries 0.036; number 2, S, carries 0.553; number 3, C, carries -0.711; number 4, C, carries -0.147; number 5, C, carries -0.112

---

The following is a quantum chemistry calculation of a molecular structure, C30H45BrCrN8O4Si, from the Open Molecules 2025 dataset.

Element x y z (Å)
Cr (-0.26, -0.20, -0.64)
Br (-1.91, 1.64, 2.37)
C (-2.11, -0.19, 2.03)
C (-2.98, -0.88, 2.86)
C (-3.24, -2.21, 2.62)
C (-2.57, -2.82, 1.57)
C (-1.69, -2.07, 0.82)
N (-1.45, -0.75, 1.01)
C (-0.82, -2.72, -0.23)
O (-1.08, -3.79, -0.71)
O (0.22, -1.98, -0.48)
H (-3.46, -0.35, 3.67)
H (-3.95, -2.75, 3.23)
H (-2.69, -3.87, 1.31)
C (-0.64, -1.32, -4.18)
O (0.32, -1.09, -3.15)
C (1.30, -2.13, -3.09)
C (2.61, -1.57, -2.57)
O (2.41, -0.84, -1.37)
C (3.64, -0.48, -0.78)
H (-0.16, -1.28, -5.16)
H (-1.40, -0.55, -4.10)
H (-1.11, -2.30, -4.05)
H (1.48, -2.52, -4.09)
H (0.94, -2.93, -2.44)
H (3.06, -0.89, -3.31)
H (3.30, -2.41, -2.40)
H (4.30, 0.01, -1.51)
H (4.15, -1.35, -0.37)
H (3.43, 0.23, 0.02)
C (0.45, -1.06, 4.06)
N (1.11, -0.89, 2.75)
C (2.24, 0.03, 2.95)
N (3.19, -0.45, 3.95)
C (2.47, -0.62, 5.22)
N (1.36, -1.56, 5.08)
C (1.90, -2.85, 4.64)
N (2.60, -2.72, 3.35)
C (1.66, -2.20, 2.36)
C (3.69, -1.76, 3.52)
H (-0.38, -1.76, 3.95)
H (0.05, -0.09, 4.39)
H (2.76, 0.15, 2.00)
H (1.87, 1.00, 3.28)
H (2.09, 0.35, 5.53)
H (3.17, -0.99, 5.97)
H (1.08, -3.56, 4.53)
H (2.60, -3.21, 5.39)
H (0.84, -2.91, 2.25)
H (2.17, -2.09, 1.40)
H (4.21, -1.65, 2.56)
H (4.39, -2.14, 4.26)
C (-4.36, 0.28, -0.08)
Si (-3.34, 0.24, -1.68)
C (-4.21, 1.37, -2.92)
C (-3.37, -1.57, -2.25)
N (-1.69, 0.82, -1.46)
C (-1.52, 2.16, -1.92)
C (-1.71, 3.25, -1.07)
C (-1.52, 4.55, -1.50)
C (-1.15, 4.80, -2.81)
C (-1.04, 3.74, -3.70)
C (-1.22, 2.44, -3.26)
H (-5.42, 0.26, -0.35)
H (-4.19, 1.18, 0.52)
H (-4.17, -0.60, 0.54)
H (-5.21, 0.99, -3.14)
H (-3.67, 1.47, -3.86)
H (-4.33, 2.37, -2.50)
H (-4.26, -2.05, -1.84)
H (-2.50, -2.13, -1.89)
H (-3.41, -1.66, -3.33)
H (-2.02, 3.06, -0.05)
H (-1.67, 5.37, -0.80)
H (-1.00, 5.82, -3.16)
H (-0.81, 3.93, -4.74)
H (-1.14, 1.61, -3.96)
N (1.67, 1.52, -2.72)
C (1.66, 2.08, -1.50)
C (2.43, 3.24, -1.28)
C (2.50, 3.80, -0.03)
C (1.79, 3.20, 1.01)
C (1.04, 2.09, 0.73)
N (0.92, 1.53, -0.49)
H (1.17, 0.66, -2.91)
H (2.15, 1.98, -3.46)
H (2.98, 3.66, -2.11)
H (3.09, 4.69, 0.15)
H (1.83, 3.58, 2.02)
H (0.50, 1.59, 1.51)

Relative energy (zero: lowest compared OMol25 entry of this formula, charge and spin) in kJ/mol: 12.2
Total charge: +1
HOMO-LUMO gap (alpha / beta) in eV: 7.2092 / 7.5927
LUMO energy (alpha / beta) in eV: -3.71 / -3.33
<S²>: 3.80
2S+1: 4

These are the Löwdin partial charges, in e, on atoms 1 to 5: number 1, Cr, carries 0.943; number 2, Br, carries 0.948; number 3, C, carries -0.708; number 4, C, carries -0.102; number 5, C, carries -0.005

---

The following is a quantum chemistry calculation of a molecular structure, C20H20F3N5O2, from the Open Molecules 2025 dataset.

Element x y z (Å)
O (-1.75, -4.00, 3.32)
F (-2.44, 8.55, -1.24)
F (-1.27, 4.90, -4.24)
F (-2.23, 7.45, -3.94)
N (-2.16, -1.02, -0.55)
N (-0.60, 1.93, 0.64)
O (-1.04, 4.19, 0.55)
C (-2.03, -3.79, 2.20)
C (-0.95, -1.48, -0.36)
C (-1.52, 2.90, 0.49)
C (-0.89, 0.70, 0.15)
C (-2.86, 2.54, 0.11)
C (-3.20, 1.28, -0.34)
C (-1.83, 6.35, -0.48)
C (-1.13, 4.54, -1.87)
C (-2.10, 7.23, -1.48)
C (-1.43, 5.36, -2.95)
C (-1.98, 6.67, -2.81)
C (-2.21, 0.32, -0.28)
C (-1.33, 4.99, -0.61)
N (-2.84, -2.75, 2.03)
N (-0.12, -0.45, 0.22)
N (-1.54, -3.90, -0.29)
C (-0.70, -2.83, -0.86)
C (2.73, 0.76, 0.52)
C (1.86, 0.63, 1.73)
C (2.33, -0.53, -0.09)
C (1.24, -0.57, 0.88)
C (-1.50, -5.98, 0.88)
C (-1.29, -4.51, 1.00)
H (-3.39, 3.49, 0.12)
H (-4.18, 0.94, -0.72)
H (-1.86, 6.80, 0.53)
H (-0.71, 3.56, -2.08)
H (-2.91, -2.30, 1.12)
H (-3.35, -2.39, 2.79)
H (-2.54, -3.78, -0.41)
H (0.33, -3.00, -0.76)
H (-0.78, -2.76, -1.93)
H (2.48, 1.68, 0.02)
H (3.81, 0.82, 0.78)
H (1.20, 1.43, 2.02)
H (2.56, 0.37, 2.56)
H (2.06, -0.59, -1.12)
H (2.87, -1.43, 0.04)
H (1.19, -1.50, 1.50)
H (-2.42, -6.41, 0.85)
H (-0.97, -6.21, -0.05)
H (-0.85, -6.46, 1.70)
H (-0.21, -4.43, 1.20)

HOMO-LUMO gap in eV: 8.7716
LUMO energy in eV: 0.16
2S+1: 1

These are the Löwdin partial charges, in e, on atoms 1 to 5: number 1, O, carries 0.073; number 2, F, carries 0.066; number 3, F, carries 0.064; number 4, F, carries 0.051; number 5, N, carries 0.125